14
Properties=species:S:1:pos:R:3:nbo_charge:R:1 method="wB97M-V/def2-TZVPD" charge=+1 lumo_energy_ev=-3.697 multiplicity=1 smiles="O[C@@H]1C[NH+]=CN1O" gap_ev=11.16 homo_energy_ev=-14.86 de_lowest_kj_mol=227.0 total_energy_ha=-378.16736
O -0.324 1.631 -0.529 -0.6973
C -0.082 0.767 0.563 0.1887
C 1.322 0.319 0.308 -0.2434
N 1.138 -1.084 -0.213 -0.5307
C -0.171 -1.324 -0.265 0.3455
N -0.959 -0.412 0.253 -0.0741
O -2.299 -0.406 0.160 -0.4557
H -0.901 2.353 -0.255 0.5038
H -0.251 1.106 1.564 0.2295
H 1.795 0.947 -0.564 0.2657
H 2.051 0.246 1.038 0.2430
H 1.892 -1.756 -0.567 0.4734
H -0.767 -2.174 -0.742 0.2628
H -2.443 -0.211 -0.749 0.4888

=====

48
Properties=species:S:1:pos:R:3:nbo_charge:R:1 method="wB97M-V/def2-TZVPD" charge=+1 lumo_energy_ev=-4.769 multiplicity=1 smiles="CCOCCc1c[n+](CCCOC(C)=O)ccc1C(=O)OCC=O" gap_ev=8.17 homo_energy_ev=-12.94 total_energy_ha=-1168.02494
C -3.825 -0.062 2.025 -0.6509
C -3.634 1.023 0.890 -0.0797
O -2.245 1.108 0.461 -0.5755
C -2.100 2.375 -0.200 -0.0684
C -0.929 2.421 -1.258 -0.4682
C -0.282 1.038 -1.562 0.0462
C 1.067 0.714 -1.143 0.0762
N 1.684 -0.497 -1.372 -0.2739
C 3.066 -0.836 -0.945 -0.2205
C 3.483 -0.202 0.455 -0.4773
C 4.091 -1.267 1.452 -0.0649
O 5.238 -0.817 2.179 -0.5221
C 5.057 0.458 2.727 0.7945
C 4.112 0.793 3.922 -0.7427
O 5.665 1.365 2.223 -0.5309
C 1.000 -1.468 -2.081 0.0717
C -0.341 -1.291 -2.584 -0.1960
C -1.013 -0.007 -2.298 -0.0368
C -2.466 0.143 -2.805 0.7648
O -2.772 1.179 -3.328 -0.4847
O -3.415 -0.853 -2.725 -0.4823
C -3.547 -1.389 -1.400 -0.2084
C -3.282 -2.951 -1.419 0.4128
O -2.645 -3.487 -2.292 -0.5120
H -4.346 -0.975 1.646 0.2088
H -2.835 -0.315 2.495 0.2316
H -4.455 0.377 2.845 0.2370
H -3.889 2.031 1.324 0.1893
H -4.305 0.807 0.019 0.1773
H -3.089 2.671 -0.640 0.1997
H -1.877 3.142 0.600 0.1939
H -1.254 2.952 -2.195 0.2783
H -0.109 3.060 -0.822 0.2271
H 1.681 1.465 -0.588 0.2493
H 3.222 -1.944 -0.985 0.2370
H 3.756 -0.412 -1.731 0.2445
H 2.604 0.270 0.984 0.2193
H 4.183 0.641 0.208 0.2615
H 3.281 -1.557 2.178 0.1816
H 4.343 -2.209 0.889 0.2037
H 3.405 1.588 3.548 0.2412
H 3.488 -0.058 4.285 0.2274
H 4.725 1.287 4.715 0.2726
H 1.503 -2.442 -2.301 0.2509
H -0.874 -2.080 -3.160 0.2972
H -4.597 -1.269 -1.007 0.2243
H -2.859 -0.909 -0.648 0.2339
H -3.667 -3.609 -0.579 0.1414

=====

19
Properties=species:S:1:pos:R:3:nbo_charge:R:1 method="wB97M-V/def2-TZVPD" lumo_energy_ev=0.841 multiplicity=1 smiles="C1=CCCC1.NP" gap_ev=9.60 homo_energy_ev=-8.76 de_lowest_kj_mol=187.4 total_energy_ha=-593.72533
C -1.282 -1.500 0.364 -0.1928
C -0.067 -1.372 0.888 -0.1755
C 0.952 -0.713 -0.076 -0.4365
C -0.009 -0.118 -1.180 -0.4020
C -1.417 -0.820 -0.954 -0.4440
H -2.064 -2.012 0.807 0.2018
H 0.297 -1.857 1.705 0.1918
H 1.657 -1.485 -0.323 0.2089
H 1.512 0.100 0.406 0.2073
H 0.298 -0.624 -2.200 0.2011
H 0.012 0.927 -1.370 0.2226
H -2.309 -0.126 -1.091 0.2051
H -1.790 -1.532 -1.690 0.2088
N -0.166 2.397 1.200 -1.1979
P 0.884 3.391 0.535 0.5512
H -0.147 2.152 2.237 0.3953
H -1.196 2.567 0.838 0.4048
H 2.033 2.678 0.801 -0.0650
H 0.963 4.623 1.449 -0.0851

=====

Repeat the third record exactly.
19
Properties=species:S:1:pos:R:3:nbo_charge:R:1 method="wB97M-V/def2-TZVPD" lumo_energy_ev=0.841 multiplicity=1 smiles="C1=CCCC1.NP" gap_ev=9.60 homo_energy_ev=-8.76 de_lowest_kj_mol=187.4 total_energy_ha=-593.72533
C -1.282 -1.500 0.364 -0.1928
C -0.067 -1.372 0.888 -0.1755
C 0.952 -0.713 -0.076 -0.4365
C -0.009 -0.118 -1.180 -0.4020
C -1.417 -0.820 -0.954 -0.4440
H -2.064 -2.012 0.807 0.2018
H 0.297 -1.857 1.705 0.1918
H 1.657 -1.485 -0.323 0.2089
H 1.512 0.100 0.406 0.2073
H 0.298 -0.624 -2.200 0.2011
H 0.012 0.927 -1.370 0.2226
H -2.309 -0.126 -1.091 0.2051
H -1.790 -1.532 -1.690 0.2088
N -0.166 2.397 1.200 -1.1979
P 0.884 3.391 0.535 0.5512
H -0.147 2.152 2.237 0.3953
H -1.196 2.567 0.838 0.4048
H 2.033 2.678 0.801 -0.0650
H 0.963 4.623 1.449 -0.0851